Entry 1
Formula: C20H55N5O5
Source: the OMol25 dataset
Level of theory: the ωB97M-V functional and the def2-TZVPD basis

CARTESIAN COORDINATES (ANGSTROEM)
C: -0.047 -4.891 1.960
O: -1.211 -4.126 2.314
C: -2.172 -3.943 1.318
C: -2.851 -5.301 0.951
C: -4.033 -4.934 -0.025
N: -3.517 -5.848 2.103
H: 0.476 -4.502 1.086
H: -0.218 -5.936 1.701
H: 0.586 -4.926 2.846
H: -2.886 -3.331 1.869
H: -1.896 -3.408 0.410
H: -2.373 -6.076 0.351
H: -4.728 -4.307 0.533
H: -4.620 -5.801 -0.326
H: -3.572 -4.348 -0.821
H: -2.682 -6.030 2.641
H: -3.912 -5.086 2.635
C: -3.693 1.318 -8.024
O: -2.294 1.440 -8.216
C: -1.530 0.246 -7.734
C: -1.621 0.172 -6.107
C: -0.550 1.141 -5.431
N: -1.323 -1.191 -5.753
H: -4.097 0.522 -8.649
H: -3.927 2.303 -8.427
H: -4.147 1.366 -7.035
H: -2.072 -0.602 -8.154
H: -0.469 0.251 -7.982
H: -2.666 0.321 -5.836
H: -0.755 1.278 -4.370
H: -0.588 2.117 -5.914
H: 0.477 0.806 -5.578
H: -1.152 -1.133 -4.760
H: -0.423 -1.402 -6.160
C: 0.233 -1.190 5.990
O: -0.913 -0.367 6.006
C: -1.189 0.374 4.824
C: -0.013 1.288 4.402
C: 0.284 2.351 5.498
N: -0.274 2.084 3.174
H: 0.452 -1.760 6.893
H: 1.114 -0.553 5.920
H: 0.402 -1.835 5.127
H: -1.358 -0.416 4.093
H: -2.095 0.941 5.038
H: 0.867 0.688 4.172
H: 1.062 3.095 5.331
H: 0.524 1.814 6.416
H: -0.672 2.817 5.737
H: 0.584 2.499 2.840
H: -0.753 2.889 3.552
C: 4.237 3.238 -1.385
O: 4.328 4.064 -0.235
C: 3.980 3.424 1.012
C: 4.016 4.369 2.245
C: 3.320 3.923 3.557
N: 3.399 5.589 1.858
H: 3.252 2.822 -1.595
H: 4.924 2.392 -1.375
H: 4.515 3.669 -2.347
H: 3.018 2.953 0.809
H: 4.649 2.578 1.165
H: 5.077 4.572 2.395
H: 3.472 4.666 4.340
H: 3.769 3.054 4.037
H: 2.287 3.745 3.259
H: 3.684 5.525 0.891
H: 2.407 5.471 1.710
C: 1.065 -1.733 -2.690
O: 0.089 -0.752 -2.438
C: 0.502 0.250 -1.553
C: 0.566 -0.225 -0.121
C: -0.805 -0.418 0.557
N: 1.176 0.815 0.676
H: 1.538 -2.091 -1.776
H: 1.880 -1.292 -3.263
H: 0.736 -2.621 -3.230
H: 1.494 0.590 -1.849
H: -0.138 1.102 -1.782
H: 1.064 -1.194 -0.081
H: -1.466 -1.129 0.062
H: -1.234 0.582 0.492
H: -0.608 -0.581 1.617
H: 1.600 0.415 1.501
H: 0.432 1.347 1.105

E_HOMO = -9.2867 eV
Frontier orbital gap = 9.69 eV
Net charge = 0
LUMO energy = 0.40 eV
Structure (SMILES) = COC[C@H](C)N.COC[C@H](C)N.COC[C@H](C)N.COC[C@H](C)N.COC[C@H](C)N

Entry 2
Formula: C20H55N5O5
Source: the OMol25 dataset
Level of theory: the ωB97M-V functional and the def2-TZVPD basis

CARTESIAN COORDINATES (ANGSTROEM)
C: 1.897 -0.773 1.806
C: 3.153 -1.231 1.180
C: 4.227 -0.148 1.396
O: 5.286 -0.151 0.450
C: 6.284 -1.186 0.619
N: 3.571 -2.359 1.995
H: 2.110 -0.288 2.759
H: 1.186 -1.511 2.179
H: 1.214 -0.160 1.218
H: 3.048 -1.370 0.104
H: 4.635 -0.096 2.406
H: 3.683 0.796 1.371
H: 7.324 -0.986 0.359
H: 6.060 -2.003 -0.066
H: 6.280 -1.595 1.630
H: 4.424 -2.711 1.584
H: 2.799 -3.004 1.906
C: -2.250 0.159 -1.484
C: -3.761 0.451 -1.178
C: -4.342 1.405 -2.143
O: -3.831 2.729 -2.038
C: -4.418 3.564 -3.109
N: -4.670 -0.687 -1.108
H: -1.885 -0.608 -0.801
H: -1.688 1.075 -1.300
H: -2.049 -0.146 -2.510
H: -3.829 0.904 -0.189
H: -5.419 1.555 -2.210
H: -4.084 0.871 -3.058
H: -3.857 4.498 -3.128
H: -5.467 3.738 -2.872
H: -4.259 3.073 -4.069
H: -5.450 -0.489 -0.497
H: -4.128 -1.462 -0.754
C: 1.769 1.557 0.599
C: 0.306 1.232 0.344
C: -0.647 2.329 0.869
O: -0.443 2.237 2.283
C: -1.398 2.895 3.146
N: 0.216 1.306 -1.160
H: 2.104 2.544 0.280
H: 2.429 0.813 0.152
H: 1.815 1.405 1.678
H: 0.008 0.257 0.728
H: -1.672 2.189 0.526
H: -0.130 3.257 0.624
H: -2.348 2.457 2.841
H: -1.375 3.983 3.102
H: -1.366 2.554 4.181
H: -0.675 0.996 -1.521
H: 0.885 0.689 -1.599
C: -2.954 0.418 0.808
C: -2.294 -0.231 1.991
C: -1.502 -1.583 1.677
O: -0.890 -2.398 2.720
C: -0.019 -3.460 2.360
N: -1.499 0.753 2.644
H: -3.761 -0.125 0.316
H: -2.225 0.684 0.042
H: -3.488 1.288 1.192
H: -3.074 -0.544 2.685
H: -0.705 -1.461 0.944
H: -2.180 -2.294 1.205
H: 0.869 -3.445 2.992
H: 0.378 -3.265 1.364
H: -0.361 -4.494 2.390
H: -1.327 1.619 2.154
H: -0.859 0.384 3.333
C: 2.653 0.439 -3.430
C: 1.612 -0.241 -2.425
C: 1.755 -1.824 -2.580
O: 1.075 -2.523 -1.449
C: -0.299 -2.514 -1.564
N: 1.804 0.275 -1.129
H: 2.618 1.524 -3.332
H: 2.692 0.143 -4.478
H: 3.670 0.224 -3.102
H: 0.597 0.062 -2.681
H: 2.732 -2.225 -2.309
H: 1.375 -2.238 -3.514
H: -0.794 -1.565 -1.769
H: -0.807 -2.841 -0.657
H: -0.671 -3.239 -2.288
H: 1.853 -0.486 -0.466
H: 2.750 0.630 -1.161

E_HOMO = -6.7427 eV
Frontier orbital gap = 7.45 eV
Net charge = 0
LUMO energy = 0.71 eV

Entry 3
Formula: C20H55N5O5
Source: the OMol25 dataset
Level of theory: the ωB97M-V functional and the def2-TZVPD basis

CARTESIAN COORDINATES (ANGSTROEM)
C: -2.937 -5.193 -7.467
O: -3.572 -6.427 -7.602
C: -3.565 -7.329 -6.497
C: -3.236 -8.768 -6.940
C: -4.042 -9.251 -8.140
N: -3.416 -9.658 -5.779
H: -3.349 -4.652 -6.605
H: -3.096 -4.572 -8.349
H: -1.850 -5.306 -7.365
H: -2.936 -6.897 -5.719
H: -4.620 -7.419 -6.212
H: -2.161 -8.759 -7.169
H: -3.632 -10.228 -8.402
H: -3.933 -8.474 -8.894
H: -5.094 -9.436 -7.921
H: -3.087 -10.573 -6.084
H: -2.708 -9.419 -5.087
C: -17.005 -4.683 -7.530
O: -16.662 -3.293 -7.601
C: -15.837 -2.848 -6.549
C: -14.364 -3.091 -6.843
C: -13.374 -2.555 -5.822
N: -13.982 -2.399 -8.108
H: -16.656 -5.107 -6.585
H: -16.503 -5.191 -8.353
H: -18.089 -4.772 -7.541
H: -16.030 -1.772 -6.455
H: -16.163 -3.190 -5.558
H: -14.176 -4.119 -7.170
H: -12.413 -3.066 -5.884
H: -13.674 -2.839 -4.805
H: -13.278 -1.474 -5.876
H: -13.954 -1.388 -8.011
H: -14.741 -2.572 -8.766
C: -7.170 -2.803 -9.573
O: -6.262 -2.002 -10.281
C: -4.974 -2.034 -9.725
C: -3.955 -1.691 -10.836
C: -2.540 -2.094 -10.493
N: -4.196 -0.347 -11.427
H: -7.346 -2.567 -8.522
H: -7.033 -3.872 -9.765
H: -8.180 -2.665 -9.978
H: -4.775 -1.311 -8.917
H: -4.683 -2.980 -9.254
H: -4.228 -2.370 -11.659
H: -1.829 -1.917 -11.300
H: -2.548 -3.184 -10.421
H: -2.208 -1.661 -9.546
H: -5.204 -0.266 -11.291
H: -3.797 0.250 -10.694
C: -6.403 -6.722 -9.549
O: -7.037 -6.164 -8.407
C: -8.428 -6.526 -8.360
C: -9.032 -5.881 -7.133
C: -10.433 -6.333 -6.749
N: -9.099 -4.423 -7.341
H: -6.325 -7.809 -9.502
H: -5.400 -6.306 -9.631
H: -6.971 -6.302 -10.387
H: -8.838 -6.188 -9.318
H: -8.375 -7.617 -8.257
H: -8.316 -6.193 -6.361
H: -11.148 -6.183 -7.563
H: -10.917 -5.932 -5.860
H: -10.553 -7.421 -6.665
H: -9.618 -3.961 -6.604
H: -8.126 -4.141 -7.235
C: -13.343 -7.189 -10.290
O: -12.939 -5.935 -10.808
C: -12.231 -5.167 -9.848
C: -11.718 -3.892 -10.551
C: -10.615 -4.241 -11.555
N: -11.170 -2.919 -9.610
H: -12.387 -7.674 -10.036
H: -13.822 -7.756 -11.085
H: -13.983 -7.105 -9.407
H: -12.751 -5.042 -8.891
H: -11.347 -5.780 -9.602
H: -12.558 -3.417 -11.062
H: -9.665 -4.465 -11.067
H: -10.442 -3.389 -12.213
H: -10.920 -5.085 -12.175
H: -11.841 -2.728 -8.865
H: -10.486 -3.462 -9.070

E_HOMO = -8.7694 eV
Frontier orbital gap = 9.42 eV
Net charge = 0
LUMO energy = 0.66 eV
Structure (SMILES) = COC[C@H](C)N.COC[C@H](C)N.COC[C@H](C)N.COC[C@H](C)N.COC[C@H](C)N

Relative energies, kcal/mol: entry 1 49.3; entry 2 557.6; entry 3 0.0.

Entry 1
Formula: CH3N4
Source: the OMol25 dataset
Level of theory: the ωB97M-V functional and the def2-TZVPD basis

CARTESIAN COORDINATES (ANGSTROEM)
C: -0.189 -0.641 0.087
N: -4.306 1.105 -0.128
N: -3.287 0.736 -0.239
N: -0.503 -1.790 0.040
N: 0.403 0.459 0.188
H: -1.374 -2.227 -0.190
H: 0.601 1.168 -0.490
H: 0.272 1.006 1.071

E_HOMO = -18.0135 eV
Frontier orbital gap = 13.12 eV
Net charge = +1
LUMO energy = -4.89 eV

Entry 2
Formula: CH3N4
Source: the OMol25 dataset
Level of theory: the ωB97M-V functional and the def2-TZVPD basis

CARTESIAN COORDINATES (ANGSTROEM)
C: 1.751 0.333 -0.039
N: -1.546 -0.144 -0.014
N: -2.057 0.870 -0.012
N: 0.868 0.929 0.339
N: -0.933 -1.111 0.037
H: -2.720 1.442 -0.448
H: 2.511 -0.227 -0.375
H: -0.123 -1.450 0.612

E_HOMO = -17.1243 eV
Frontier orbital gap = 10.93 eV
Net charge = +1
LUMO energy = -6.20 eV

Relative energies, kcal/mol: entry 1 0.0; entry 2 109.6.

Entry 1
Formula: C16H22N2O4S
Source: the OMol25 dataset
Level of theory: the ωB97M-V functional and the def2-TZVPD basis

CARTESIAN COORDINATES (ANGSTROEM)
C: -2.112 -3.144 -1.077
C: -1.279 -3.837 -0.004
O: 0.115 -3.742 -0.247
C: 0.748 -2.563 -0.040
C: 2.087 -2.498 -0.435
C: 2.831 -1.349 -0.275
C: 2.268 -0.198 0.287
O: 2.897 0.977 0.488
C: 4.200 1.189 -0.026
C: 4.198 1.427 -1.533
C: 0.938 -0.281 0.690
S: 0.008 1.091 1.358
O: 0.752 2.295 1.519
O: -0.777 0.624 2.459
N: -1.057 1.320 0.037
C: -0.539 1.483 -1.233
C: -1.597 1.560 -2.086
C: -1.612 1.736 -3.562
N: -2.757 1.453 -1.364
C: -2.422 1.316 -0.114
C: -3.388 1.189 1.007
C: -3.629 -0.270 1.402
C: 0.188 -1.431 0.538
H: -1.923 -2.073 -1.097
H: -3.168 -3.311 -0.880
H: -1.868 -3.553 -2.054
H: -1.476 -4.912 -0.017
H: -1.523 -3.452 0.993
H: 2.532 -3.376 -0.876
H: 3.861 -1.353 -0.595
H: 4.541 2.089 0.492
H: 4.865 0.360 0.243
H: 3.828 0.555 -2.068
H: 5.208 1.645 -1.870
H: 3.559 2.274 -1.768
H: 0.519 1.539 -1.383
H: -2.115 2.666 -3.820
H: -0.597 1.757 -3.949
H: -2.162 0.921 -4.029
H: -3.009 1.734 1.872
H: -4.325 1.637 0.673
H: -2.744 -0.670 1.890
H: -4.458 -0.329 2.103
H: -3.870 -0.867 0.525
H: -0.829 -1.399 0.890

E_HOMO = -8.4953 eV
Frontier orbital gap = 8.90 eV
Net charge = 0
LUMO energy = 0.40 eV
Structure (SMILES) = CCOc1ccc(OCC)c(S(=O)(=O)n2cc(C)nc2CC)c1

Entry 2
Formula: C16H22N2O4S
Source: the OMol25 dataset
Level of theory: the ωB97M-V functional and the def2-TZVPD basis

CARTESIAN COORDINATES (ANGSTROEM)
C: 2.508 3.597 -0.478
O: 1.462 2.826 -1.014
C: 1.439 1.482 -0.588
C: 2.564 0.609 -1.171
C: 3.698 0.326 -0.187
N: 3.177 -0.314 1.008
S: 2.594 -1.886 0.822
O: 2.798 -2.525 2.090
O: 3.148 -2.494 -0.356
C: 0.852 -1.596 0.582
C: 0.242 -2.034 -0.579
C: -1.102 -1.765 -0.805
C: -1.755 -1.047 0.185
C: -1.146 -0.599 1.359
C: 0.185 -0.883 1.569
C: -2.168 0.181 2.131
C: -1.775 1.642 2.358
C: -3.415 0.085 1.238
O: -4.501 0.570 1.438
N: -3.072 -0.655 0.138
C: -3.902 -1.017 -0.986
C: -3.028 -1.136 -2.235
C: -1.891 -2.145 -2.024
H: 2.303 4.628 -0.760
H: 2.538 3.517 0.616
H: 3.483 3.305 -0.883
H: 0.468 1.110 -0.925
H: 1.470 1.430 0.509
H: 2.154 -0.349 -1.487
H: 2.971 1.106 -2.053
H: 4.434 -0.322 -0.682
H: 4.190 1.252 0.120
H: 3.832 -0.313 1.776
H: 0.835 -2.579 -1.297
H: 0.721 -0.577 2.452
H: -2.394 -0.283 3.096
H: -1.480 2.104 1.418
H: -0.944 1.705 3.055
H: -2.624 2.186 2.764
H: -4.671 -0.249 -1.105
H: -4.399 -1.973 -0.779
H: -3.648 -1.442 -3.077
H: -2.598 -0.159 -2.464
H: -1.243 -2.174 -2.900
H: -2.309 -3.147 -1.889

E_HOMO = -8.6296 eV
Frontier orbital gap = 9.18 eV
Net charge = 0
LUMO energy = 0.55 eV
Structure (SMILES) = COCCCNS(=O)(=O)c1cc2c3c(c1)[C@@H](C)C(=O)N3CCC2

Relative energies, kcal/mol: entry 1 33.2; entry 2 0.0.

Entry 1
Formula: C2H6N4
Source: the OMol25 dataset
Level of theory: the ωB97M-V functional and the def2-TZVPD basis

CARTESIAN COORDINATES (ANGSTROEM)
H: -0.108 -2.283 0.936
N: 0.225 -1.720 0.142
N: -0.660 -1.052 -0.404
N: -1.092 0.144 -0.090
C: -2.261 0.468 0.313
H: -2.613 0.200 1.301
H: -2.901 1.144 -0.229
C: 2.223 0.503 -0.642
N: 1.583 1.335 0.034
H: 2.066 -0.586 -0.533
H: 3.092 0.831 -1.219
H: 0.448 1.017 0.391

E_HOMO (spin up / spin down) = -8.2850 / -8.5497 eV
Frontier orbital gap (spin up / spin down) = 7.40 / 7.83 eV
Net charge = 0
LUMO energy (spin up / spin down) = -0.89 / -0.72 eV
Structure (SMILES) = [H]/N=N\N=C.C=N

Entry 2
Formula: C2H6N4
Source: the OMol25 dataset
Level of theory: the ωB97M-V functional and the def2-TZVPD basis

CARTESIAN COORDINATES (ANGSTROEM)
H: -1.977 1.594 0.759
N: -1.711 0.748 1.273
C: -0.754 0.135 0.696
N: 0.019 -0.731 1.437
N: -0.539 0.251 -0.714
N: 0.354 -0.538 -1.389
C: 1.520 -0.058 -1.412
H: -0.389 -0.975 2.331
H: 0.849 -1.175 1.089
H: -1.408 0.445 -1.201
H: 1.694 1.000 -1.071
H: 2.342 -0.696 -1.798

E_HOMO = -8.4996 eV
Frontier orbital gap = 9.38 eV
Net charge = 0
LUMO energy = 0.88 eV
Structure (SMILES) = [H]/N=C(/N)NN=C

Relative energies, kcal/mol: entry 1 146.3; entry 2 0.0.

Entry 1
Formula: C2H6N4
Source: the OMol25 dataset
Level of theory: the ωB97M-V functional and the def2-TZVPD basis

CARTESIAN COORDINATES (ANGSTROEM)
H: 1.794 0.920 -1.598
N: 1.150 0.339 -1.056
C: 1.671 -0.055 0.093
N: 0.761 -0.445 0.985
C: -0.447 -0.200 0.403
N: -1.397 -1.174 0.511
N: -0.986 1.057 0.286
H: 2.744 -0.103 0.311
H: -2.243 -1.046 -0.022
H: -1.008 -2.107 0.476
H: -1.782 1.132 -0.331
H: -0.259 1.684 -0.058

E_HOMO = -8.0605 eV
Frontier orbital gap = 8.92 eV
Net charge = 0
LUMO energy = 0.86 eV
Structure (SMILES) = [H]/N=C/N=C(N)N

Entry 2
Formula: C2H6N4
Source: the OMol25 dataset
Level of theory: the ωB97M-V functional and the def2-TZVPD basis

CARTESIAN COORDINATES (ANGSTROEM)
C: -0.212 -0.111 -0.701
C: 0.208 0.782 1.865
N: 0.168 0.537 -1.763
N: -0.018 -1.361 -1.200
N: 0.597 -0.700 -2.310
N: -0.863 0.282 1.032
H: 0.837 -0.011 2.318
H: 0.983 1.286 1.220
H: -0.223 1.526 2.482
H: 0.142 -2.108 -0.600
H: 0.050 -0.946 -3.114
H: -1.671 0.825 0.772

E_HOMO = -9.5159 eV
Frontier orbital gap = 10.52 eV
Net charge = 0
LUMO energy = 1.00 eV

Relative energies, kcal/mol: entry 1 0.0; entry 2 105.6.

Entry 1
Formula: C2H7NO4
Source: the OMol25 dataset
Level of theory: the ωB97M-V functional and the def2-TZVPD basis

CARTESIAN COORDINATES (ANGSTROEM)
O: -0.139 0.486 2.126
C: 0.148 -0.155 1.150
N: -0.832 -0.764 0.349
C: -1.517 -0.023 -0.629
O: -1.220 1.171 -0.970
H: 1.169 -0.227 0.734
H: -1.217 -1.713 0.292
H: -2.476 -0.483 -0.658
O: 3.083 4.662 0.295
H: 2.520 4.292 -0.445
H: 2.792 4.053 1.108
O: -0.851 -3.797 -0.737
H: -0.060 -3.438 -1.183
H: -1.401 -4.064 -1.431

E_HOMO = -10.4607 eV
Frontier orbital gap = 10.67 eV
Net charge = 0
LUMO energy = 0.21 eV
Structure (SMILES) = O=CNC=O.O.O

Entry 2
Formula: C2H7NO4
Source: the OMol25 dataset
Level of theory: the ωB97M-V functional and the def2-TZVPD basis

CARTESIAN COORDINATES (ANGSTROEM)
O: 2.250 -0.402 0.297
C: 1.264 -0.310 0.993
O: 0.694 -1.324 1.650
O: 0.737 0.852 1.400
H: 1.176 -2.140 1.460
H: 1.251 1.581 1.022
N: -0.293 -0.546 -0.918
C: -1.140 0.621 -1.095
O: -1.922 0.825 0.039
H: 0.500 -0.579 -1.582
H: -0.853 -1.391 -0.866
H: -0.477 1.482 -1.280
H: -1.846 0.534 -1.937
H: -1.342 0.795 0.814

E_HOMO = -9.6495 eV
Frontier orbital gap = 10.20 eV
Net charge = 0
LUMO energy = 0.55 eV
Structure (SMILES) = O=C(O)O.NCO

Relative energies, kcal/mol: entry 1 43.5; entry 2 0.0.